A 2-piece molecular cluster, C3H4OS overall in a non-equilibrium geometry, computed with ωB97M-V with the def2-TZVPD basis set.

Results
* gap between HOMO and LUMO: 9.38 eV
* HOMO level: -9.83 eV

Geometry as ORCA input:
```
! RIJCOSX wB97M-V def2-TZVPD def2/J DEFGRID3
* xyz 0 1
C -2.15916 -0.14311 -0.28965
C -2.28338 0.97992 -0.72521
C 2.04298 -0.26922 1.05241
O 0.63979 -0.43033 -1.17090
S 1.91986 -0.81713 -0.51695
H -1.78176 -0.93347 0.21346
H -2.58396 1.67613 -1.53627
H 2.97055 -0.39936 1.45357
H 1.23508 0.33657 1.51954
*
```